1.
{"formula": "CHI4N", "method": "ωB97M-V/def2-TZVPD", "symbols": ["C", "N", "I", "I", "I", "I", "H"], "positions_angstrom": [[0.969196, 0.497067, -0.131424], [-1.670840, -0.083744, 0.156163], [1.263156, 2.030891, 1.289079], [1.596048, -1.427945, 0.244606], [1.352218, 1.039769, -2.065157], [-1.704872, -1.776888, -0.764362], [-1.804906, -0.279147, 1.271096]], "atomic_forces_ev_per_a": [[0.1, 0.2, 0.5], [-0.2, 1.0, 3.5], [-0.2, -0.6, -0.2], [0.6, -0.1, 0.6], [-0.2, 0.3, -0.6], [-0.6, -1.2, -0.6], [0.5, 0.3, -3.2]], "mulliken_charge": [-0.561, -0.501, 0.153, 0.203, 0.205, 0.227, 0.274], "orbital_gap_ha": [0.2750, 0.2587], "homo_energy_ev": [-8.79, -8.24]}



2.
{"formula": "C51H47AsN2O7P2Ti", "method": "ωB97M-V/def2-TZVPD", "symbols": ["Ti", "O", "C", "O", "C", "C", "C", "C", "C", "N", "C", "O", "O", "H", "H", "H", "H", "C", "C", "C", "C", "C", "C", "C", "C", "C", "C", "C", "C", "C", "C", "C", "N", "H", "H", "H", "H", "H", "H", "H", "H", "H", "H", "C", "O", "P", "O", "C", "O", "C", "H", "H", "H", "H", "H", "H", "H", "H", "H", "C", "C", "As", "C", "C", "C", "C", "C", "C", "C", "C", "C", "C", "C", "C", "P", "C", "C", "C", "C", "C", "C", "C", "C", "C", "C", "C", "C", "H", "H", "H", "H", "H", "H", "H", "H", "H", "H", "H", "H", "H", "H", "H", "H", "H", "H", "H", "H", "H", "H", "H", "H"], "positions_angstrom": [[-0.513375, 1.831999, -0.330428], [0.907385, 3.786258, 3.327031], [0.291030, 3.190739, 2.339885], [0.844301, 2.736790, 1.351410], [-1.179489, 3.056762, 2.474487], [-1.971245, 3.481444, 3.516529], [-3.345158, 3.241988, 3.426624], [-3.861758, 2.591789, 2.319610], [-2.974296, 2.172279, 1.339515], [-1.676733, 2.417467, 1.413947], [-3.363468, 1.493356, 0.053935], [-4.495750, 1.337083, -0.287843], [-2.286569, 1.166151, -0.664141], [1.867044, 3.781313, 3.166470], [-1.537598, 3.989115, 4.366687], [-4.001006, 3.571834, 4.221744], [-4.918260, 2.393208, 2.197777], [3.588841, 0.394878, -1.465365], [4.203472, 1.625449, -1.643049], [3.448439, 2.779632, -1.538251], [2.088679, 2.713741, -1.226376], [1.462400, 1.468697, -0.987695], [2.239395, 0.327591, -1.145636], [1.253176, 3.927510, -1.253267], [1.771284, 5.215527, -1.511240], [0.932610, 6.286985, -1.552666], [-0.462749, 6.114183, -1.403870], [-1.376381, 7.188501, -1.492057], [-2.719912, 6.960470, -1.401214], [-3.196893, 5.644196, -1.245341], [-2.332065, 4.586572, -1.148133], [-0.942657, 4.807607, -1.200078], [-0.061472, 3.749845, -1.074774], [4.153082, -0.523045, -1.575533], [5.256524, 1.686322, -1.884410], [3.932988, 3.728020, -1.722641], [1.807356, -0.655301, -1.033356], [2.830622, 5.353123, -1.655289], [1.324222, 7.283105, -1.722954], [-0.990931, 8.189703, -1.641802], [-3.420128, 7.781443, -1.473247], [-4.263849, 5.461840, -1.224300], [-2.718342, 3.579242, -1.110733], [-2.468614, 2.067248, -4.637841], [-1.775067, 2.211185, -3.371901], [-0.741456, 1.143895, -2.831389], [0.403514, 1.010375, -3.919032], [1.256758, 2.080671, -4.365717], [-1.419292, -0.276207, -2.973728], [-0.927977, -1.437805, -3.685831], [-1.802701, 2.342009, -5.453371], [-3.315858, 2.743808, -4.602134], [-2.819074, 1.044932, -4.760099], [1.415619, 1.928680, -5.429264], [2.203114, 2.025481, -3.835044], [0.782110, 3.050544, -4.207548], [-1.803790, -1.958494, -4.061326], [-0.391042, -2.079973, -2.989683], [-0.282234, -1.144547, -4.506782], [-0.278877, -2.023790, 0.051265], [-0.380555, -3.342827, 0.808475], [-0.318047, -4.784821, -0.559666], [0.021308, -6.286292, 0.626089], [-0.761733, -6.445282, 1.766721], [-0.589907, -7.552110, 2.586335], [0.358406, -8.512893, 2.265756], [1.132950, -8.365035, 1.124068], [0.965041, -7.256780, 0.305010], [1.513829, -4.385221, -1.117773], [1.730722, -3.978481, -2.430642], [3.005737, -3.628365, -2.865480], [4.075189, -3.686029, -1.984834], [3.870519, -4.095961, -0.670584], [2.598153, -4.443526, -0.241607], [-0.295852, -0.502792, 1.065703], [-1.775710, -0.798767, 2.093647], [-1.772011, -0.834970, 3.486908], [-2.948343, -1.075323, 4.186482], [-4.137353, -1.293984, 3.507078], [-4.145777, -1.292682, 2.118841], [-2.974422, -1.050261, 1.418317], [1.168182, -0.546447, 2.134256], [2.273259, -1.306669, 1.754586], [3.443143, -1.273798, 2.501151], [3.526445, -0.482610, 3.635626], [2.433565, 0.282749, 4.022272], [1.269871, 0.257562, 3.271120], [-1.128992, -1.908960, -0.629412], [0.608713, -2.027504, -0.581093], [-1.320630, -3.414903, 1.354661], [0.433912, -3.472964, 1.520829], [-1.517361, -5.711752, 2.025736], [-1.201388, -7.666839, 3.472242], [0.490163, -9.378272, 2.901892], [1.869395, -9.115246, 0.866170], [1.578455, -7.155070, -0.582552], [0.902342, -3.957409, -3.130538], [3.164516, -3.333698, -3.895366], [5.073032, -3.438922, -2.325615], [4.710525, -4.167300, 0.009997], [2.452782, -4.793957, 0.775346], [-0.855820, -0.716437, 4.042805], [-2.926925, -1.110536, 5.268576], [-5.049694, -1.486435, 4.056587], [-5.061492, -1.486845, 1.575242], [-3.002605, -1.074385, 0.335874], [2.237021, -1.939135, 0.875921], [4.287906, -1.876642, 2.192986], [4.435122, -0.465689, 4.222541], [2.481916, 0.887968, 4.919191], [0.424572, 0.849117, 3.599614]], "atomic_forces_ev_per_a": [[0.3, -0.6, 0.0], [0.1, 0.0, 0.0], [-0.1, 0.0, 0.1], [-0.1, -0.1, -0.2], [0.1, 0.0, 0.0], [-0.1, 0.0, 0.0], [0.0, 0.0, 0.0], [0.0, -0.1, 0.1], [-0.1, 0.2, -0.1], [-0.1, 0.1, 0.0], [0.2, 0.0, -0.1], [-0.1, 0.0, 0.0], [-0.3, 0.0, 0.0], [0.0, 0.0, 0.0], [0.0, 0.0, 0.0], [0.0, 0.0, 0.0], [0.0, 0.0, 0.0], [0.0, 0.0, 0.0], [0.0, 0.0, 0.0], [0.0, 0.0, 0.1], [0.0, 0.0, -0.1], [0.1, 0.1, -0.1], [-0.1, 0.0, 0.0], [0.0, 0.0, -0.1], [0.0, 0.0, 0.1], [0.0, 0.0, 0.0], [0.0, 0.0, 0.0], [0.0, 0.0, 0.0], [0.0, 0.0, 0.0], [0.0, 0.0, 0.0], [0.0, 0.0, 0.0], [0.0, -0.1, 0.1], [0.0, 0.0, -0.2], [0.0, 0.0, 0.0], [0.0, 0.0, 0.0], [0.0, 0.0, 0.0], [0.0, 0.0, 0.0], [0.0, 0.0, 0.0], [0.0, 0.0, 0.0], [0.0, 0.0, 0.0], [0.0, 0.0, 0.0], [0.0, 0.0, 0.0], [0.0, 0.0, 0.0], [0.0, 0.0, 0.0], [-0.1, 0.0, -0.1], [0.0, 0.1, 0.2], [0.1, 0.0, -0.1], [-0.1, 0.0, 0.0], [0.1, -0.1, 0.1], [-0.1, 0.0, 0.0], [0.0, 0.0, 0.0], [0.0, 0.0, 0.0], [0.0, 0.0, 0.0], [0.0, 0.0, 0.0], [0.0, 0.0, 0.0], [0.0, 0.0, 0.0], [0.0, 0.0, 0.0], [0.0, 0.1, 0.0], [0.0, 0.0, 0.0], [-0.1, 0.0, -0.1], [0.0, 0.0, 0.0], [0.0, -0.1, 0.0], [0.0, 0.0, 0.1], [0.0, 0.0, 0.0], [0.0, 0.0, 0.0], [0.0, 0.0, 0.0], [0.0, 0.0, 0.0], [0.0, 0.0, 0.0], [0.0, 0.0, 0.0], [0.1, 0.0, 0.0], [0.0, 0.0, 0.0], [0.0, 0.0, 0.0], [0.0, 0.0, 0.0], [0.0, 0.0, 0.0], [0.0, 0.3, 0.1], [0.0, 0.0, 0.1], [-0.1, 0.0, 0.0], [0.0, 0.0, 0.0], [0.0, 0.0, 0.0], [0.0, 0.0, 0.0], [0.0, 0.0, 0.0], [0.1, -0.1, -0.1], [0.0, 0.0, 0.0], [0.0, 0.0, 0.0], [0.0, 0.0, 0.0], [0.0, 0.0, 0.0], [0.0, 0.0, 0.0], [0.0, 0.0, 0.0], [0.0, 0.1, 0.0], [0.0, 0.0, 0.0], [0.0, 0.0, 0.0], [0.0, 0.0, 0.0], [0.0, 0.0, 0.0], [0.0, 0.0, 0.0], [0.0, 0.0, 0.0], [0.0, 0.0, 0.0], [0.0, 0.0, 0.0], [0.0, 0.0, 0.0], [0.0, 0.0, 0.0], [0.0, 0.0, 0.0], [0.0, 0.0, 0.0], [0.0, 0.0, 0.0], [0.0, 0.0, 0.0], [0.0, 0.0, 0.0], [0.0, 0.0, 0.0], [0.0, 0.0, 0.0], [0.0, 0.0, 0.0], [0.0, 0.0, 0.0], [0.0, 0.0, 0.0], [0.0, 0.0, 0.0], [0.0, 0.1, 0.0]], "mulliken_charge": [-1.494, -0.507, -0.362, -0.033, -0.046, -0.566, -0.980, -0.800, 0.993, 1.220, -0.371, -0.609, -0.433, 0.495, 0.702, 0.542, 0.644, -0.976, -1.306, -1.059, 0.871, 1.703, 0.746, 0.649, -1.114, -1.489, 1.190, -0.954, -0.822, -1.006, -0.454, -0.002, 1.165, 0.556, 0.452, 0.406, -0.117, 0.660, 0.452, 0.484, 0.455, 0.562, 0.499, -0.878, -0.080, 1.895, -0.485, -0.618, -0.448, -0.534, 0.309, 0.273, 0.317, 0.414, 0.129, 0.239, 0.325, 0.008, 0.342, -0.727, -1.400, 0.216, 0.369, -0.309, -0.644, -0.453, -0.666, -0.321, 0.194, -0.464, -0.703, -0.606, -0.647, -0.282, 1.838, 1.378, -0.847, -0.834, -0.816, -0.689, -0.488, 1.136, -0.386, -0.990, -1.036, -1.460, -0.503, 0.789, -0.249, 0.879, 0.459, 0.310, 0.393, 0.394, 0.389, 0.449, 0.600, 0.484, 0.487, 0.479, 0.524, 0.543, 0.473, 0.438, 0.491, 0.278, 0.152, 0.592, 0.430, 0.546, 0.658], "orbital_gap_ha": 0.2043, "homo_energy_ev": -12.10, "total_charge": 2}



Taking the records one at a time from the top gives relative energy (zero: lowest compared OMol25 entry of this formula, charge and spin) values of 94.17 2.12 kcal/mol.
Taking the records one at a time from the top gives max |F| values of 3.61 0.69 eV/A.
Taking the records one at a time from the top gives electronic energy values of -1284.06379 -6375.50463 Eh.